Entry from the OMol25 dataset: C27H31MgN4Si as an isolated structure at a distorted geometry (ωB97M-V/def2-TZVPD).

Computed properties:
total charge: +1
maximum force: 0.109 Eh/bohr
E_LUMO: -3.11 eV

Last column: natural (NBO) charge in e.
Element x y z (Å)
Mg (-0.2426, -1.4904, -0.1939)  1.76
C (2.1623, -2.0735, 1.5184)  -0.22
C (2.6871, -1.6879, 0.1196)  -0.47
C (2.3239, -0.2744, -0.2594)  0.26
C (3.3912, 0.6834, -0.1266)  -0.42
C (3.1994, 1.9592, -0.5625)  -0.21
C (2.0272, 2.2185, -1.2980)  -0.27
C (0.8625, 1.3302, -1.2964)  -0.45
N (1.0688, 0.0328, -0.6293)  -0.92
N (0.7355, -2.4534, 1.5785)  -0.55
C (0.1213, -1.9186, 2.7938)  -0.27
C (-1.3508, -1.6629, 2.5533)  0.24
C (-2.2108, -1.6619, 3.6722)  -0.24
C (-3.5630, -1.5394, 3.4665)  -0.12
C (-4.0196, -1.3770, 2.1735)  -0.25
C (-3.1218, -1.3487, 1.1200)  0.06
N (-1.7662, -1.4313, 1.3012)  -0.63
C (0.3980, -3.8953, 1.4083)  -0.27
C (0.2019, -4.3166, -0.0366)  0.23
C (0.3476, -5.6489, -0.4114)  -0.24
C (0.1495, -5.9680, -1.7420)  -0.11
C (-0.0722, -4.9690, -2.7260)  -0.24
C (-0.1714, -3.6869, -2.2793)  0.07
N (-0.0396, -3.3867, -0.9927)  -0.65
H (2.2265, -1.2042, 2.2017)  0.22
H (2.8199, -2.8905, 1.9333)  0.20
H (2.3946, -2.4058, -0.6420)  0.21
H (3.7874, -1.6534, 0.1363)  0.26
H (4.2854, 0.2918, 0.3425)  0.20
H (3.8773, 2.7787, -0.3984)  0.22
H (2.0017, 3.1411, -1.8524)  0.23
H (0.4677, 1.1805, -2.3264)  0.18
H (0.5892, -0.9424, 3.0542)  0.25
H (0.1848, -2.6275, 3.6308)  0.21
H (-1.8801, -1.7401, 4.7163)  0.25
H (-4.3121, -1.5706, 4.2597)  0.24
H (-5.0985, -1.2447, 1.9525)  0.25
H (-3.3946, -1.1006, 0.0814)  0.22
H (-0.5156, -4.0758, 1.9650)  0.23
H (1.1247, -4.5945, 1.8867)  0.23
H (0.6427, -6.4445, 0.2988)  0.25
H (0.1969, -6.9689, -2.0971)  0.24
H (-0.0968, -5.2613, -3.7858)  0.25
H (-0.4360, -2.8582, -2.9624)  0.22
C (-2.2525, 2.0790, -0.8708)  -1.13
Si (-0.4573, 2.5997, -0.5658)  1.63
C (-0.3773, 2.6793, 1.3239)  -1.12
C (-0.2320, 4.2829, -1.4086)  -0.49
C (-1.0761, 4.7270, -2.4434)  -0.20
C (-0.9151, 6.0069, -3.0237)  -0.21
C (0.1130, 6.8417, -2.6253)  -0.20
C (1.0404, 6.4167, -1.6596)  -0.22
C (0.8048, 5.1708, -1.0465)  -0.18
H (-2.9064, 2.9681, -0.8712)  0.26
H (-2.6270, 1.3268, -0.1546)  0.21
H (-2.3657, 1.6569, -1.8921)  0.22
H (-1.1279, 2.0743, 1.8196)  0.22
H (-0.4028, 3.6881, 1.7055)  0.25
H (0.5562, 2.2364, 1.6290)  0.24
H (-1.8194, 4.0266, -2.9246)  0.21
H (-1.5445, 6.2480, -3.8935)  0.22
H (0.2433, 7.8133, -3.0246)  0.22
H (1.9104, 7.0359, -1.4136)  0.22
H (1.4526, 4.8794, -0.2063)  0.21